[1]
26
Properties=species:S:1:pos:R:3:forces:R:3:mulliken_charge:R:1 method="wB97M-V/def2-TZVPD" fmax_ha_per_bohr=0.087 relative_energy_kcal_mol=99.2 homo_lumo_gap_ev="7.88 / 7.88" total_charge=+1 energy_ev=-29575.017
C -1.64769 2.30055 -1.20186 -1.9 2.1 0.3 -0.593
C -0.30443 2.45927 -0.49491 -1.0 -0.2 -1.9 -0.610
C -2.02285 1.33333 -0.10715 -2.6 0.4 0.6 -0.302
C 2.25047 -3.50500 -0.87959 1.9 0.1 -4.1 -0.790
C 1.78147 -2.25840 1.23444 1.4 -0.2 -3.9 -0.030
C 0.01044 1.50281 1.73111 -0.6 -4.2 0.1 -0.930
N 1.93927 -2.30459 -0.10122 -1.8 -1.0 3.0 0.058
N -0.58916 1.28135 0.37915 0.0 1.8 0.5 0.760
P -2.73651 -0.21618 -0.91881 0.3 -0.2 3.0 -0.063
S 1.31385 -1.06643 -1.01583 -0.2 1.4 -1.2 -0.233
H -2.32278 3.24245 -1.15645 1.3 -1.5 -0.3 0.261
H -1.79206 1.86346 -2.16709 0.7 -0.1 -0.8 0.380
H 0.56480 2.32828 -1.08280 1.1 0.1 -0.3 0.359
H -0.42469 3.41885 -0.04776 0.8 0.3 1.2 0.327
H -2.73011 1.86225 0.60604 1.0 -1.1 -0.4 0.407
H 1.50012 -3.81431 -1.69642 0.3 1.1 1.8 0.289
H 3.17058 -3.31416 -1.64986 -1.8 -0.1 2.4 0.278
H 2.43166 -4.35855 -0.29189 0.4 -0.8 1.0 0.358
H 2.18557 -2.96873 1.90600 0.2 -0.9 0.3 0.280
H -2.88730 -0.79926 0.48029 0.1 0.0 -1.8 0.077
H 1.40492 -1.31729 1.52257 -0.4 0.7 0.8 0.081
H -0.19770 2.40562 2.19196 -1.0 1.9 0.4 0.379
H -0.38984 0.64546 2.43414 1.3 1.6 -1.3 0.280
H 1.07761 1.50507 1.47559 -0.1 -0.5 0.7 0.391
H -0.19134 0.44071 -0.05881 0.7 -0.3 0.3 -0.480
H -1.39430 -0.66654 -1.09083 -0.3 -0.4 -0.2 0.063

[2]
26
Properties=species:S:1:pos:R:3:forces:R:3:mulliken_charge:R:1 method="wB97M-V/def2-TZVPD" fmax_ha_per_bohr=0.077 relative_energy_kcal_mol=36.9 homo_lumo_gap_ev=11.08 total_charge=+1 energy_ev=-12991.890 smiles="C[NH2+][C@@H](C(N)=O)C(C)(C)N"
C -2.24482 -1.25597 1.40185 -0.6 -2.6 -2.7 -0.842
N -1.48978 -0.05807 0.78975 -2.5 0.0 0.9 0.040
C -0.53588 -0.30158 -0.25847 2.0 2.7 -1.8 -0.928
C -1.05191 0.60829 -1.43628 1.1 -1.7 -1.0 0.371
N -0.33279 0.45062 -2.58527 -0.6 -1.0 3.8 -0.254
O -2.03223 1.30447 -1.26570 -0.2 0.4 0.3 -0.653
C 1.19700 0.07352 0.01999 -3.5 1.3 1.2 0.831
C 1.33014 -0.32903 1.50222 1.0 0.5 -1.5 -1.542
C 1.41847 1.59547 -0.09323 1.2 -0.3 -2.0 -1.386
N 1.73179 -0.69187 -1.05409 3.5 0.0 -1.1 -0.620
H -1.76580 -2.32874 1.24200 -0.4 2.6 -0.3 0.277
H -2.45172 -1.32060 2.43318 0.2 1.3 1.4 0.407
H -3.26250 -1.29575 0.88447 1.5 0.1 0.6 0.338
H -2.26657 0.68199 0.38392 2.0 -1.6 0.1 0.526
H -0.96074 0.48782 1.44160 -0.2 0.2 1.2 0.405
H -0.32704 -1.29413 -0.52618 -0.9 -1.5 -0.2 0.561
H 0.43701 -0.20496 -2.42007 0.0 0.4 -1.1 0.293
H -0.59777 0.95775 -3.36631 -0.2 0.8 -1.8 0.236
H 1.22681 -1.38394 1.69419 0.3 -0.4 0.1 0.350
H 2.24873 0.12783 1.86382 0.1 -0.5 0.4 0.406
H 0.52374 0.17768 1.98479 -0.1 0.3 0.9 0.455
H 0.98861 2.20553 0.66903 -0.7 0.0 0.8 0.384
H 1.01367 1.95727 -1.08155 0.7 -0.2 1.0 0.356
H 2.52243 1.83420 -0.02098 -1.1 -0.4 -0.3 0.449
H 1.98578 -1.60408 -0.71025 -0.3 -0.6 0.0 0.260
H 2.69537 -0.39370 -1.49244 -2.5 0.1 1.3 0.281